Entry 1:
C35H35Br2N3OPdS | the ωB97M-V functional and the def2-TZVPD basis

Maximum force: 0.42 eV/Å
Multiplicity: 5
Frontier orbital gap (spin up / spin down): 7.58 / 6.05 eV
LUMO energy (spin up / spin down): -5.96 / -8.17 eV
Expectation value of S²: 6.0787
HOMO (spin up / spin down): -13.5 / -14.2 eV
Net charge: +2

XYZ file:
```
78
Properties=species:S:1:pos:R:3:lowdin_spin:R:1
Pd -0.03204 1.10705 -0.00846 1.47
Br 4.16543 6.99699 -0.19234 0.10
Br 5.15620 1.50835 0.04841 0.06
S -4.50575 0.87561 -1.36239 0.00
O 2.13642 1.43653 0.09933 0.30
N 0.29979 3.42533 0.10858 0.06
N 0.54837 -0.92744 0.07661 0.57
N -2.18113 0.84440 -0.29616 0.07
C -0.74951 -2.27234 -1.54833 0.02
C 1.11284 6.07471 -0.05051 0.02
C 3.49763 5.27306 -0.09575 0.22
C 1.79969 -1.67986 -3.94837 0.01
C 0.64920 -3.46354 2.74014 0.00
C 0.56193 -4.95276 2.94698 -0.01
C -3.05682 0.40161 0.70278 0.01
C -3.72273 -0.39089 2.84720 0.00
C 0.76070 -2.59420 3.83261 0.19
C 0.45000 -3.66701 -3.24461 0.00
C 1.78610 -2.39987 -1.54309 0.01
C 0.80401 -0.68822 2.41211 0.14
C -2.05132 4.05967 0.32332 0.00
C 2.07575 5.05142 -0.04405 0.02
C 1.00695 -0.30059 4.88095 -0.01
C 0.65713 -0.30961 -2.23492 0.04
C -0.76013 -2.75780 -3.00168 0.01
C 0.66346 -1.52679 1.26698 0.07
C -0.60367 4.40391 0.15280 0.01
C 1.74378 -2.88171 -3.00004 0.00
C -4.38867 0.36124 0.28682 0.00
C -0.70392 -1.54827 -3.94021 0.00
C 0.59239 -0.77064 -3.69452 0.01
C 1.61071 3.74041 0.02779 0.06
C 2.55118 2.61500 0.04709 0.12
C -5.40915 -0.05592 1.14172 0.00
C -2.82494 1.11377 -1.39389 0.00
C 4.40214 4.22116 -0.06639 -0.01
C 0.85249 -1.20161 3.68344 0.00
C 0.62000 -2.93434 1.46681 0.14
C 0.56423 -1.50711 -1.27022 0.05
C -5.06002 -0.42881 2.42123 0.00
C -2.71690 0.01898 2.00083 0.00
C -0.21001 5.74898 0.05380 0.00
C 3.95560 2.91947 0.00741 0.17
H 0.11254 0.30803 5.02664 0.00
H -2.58744 4.88376 0.79014 0.00
H -0.38022 -5.34030 2.55806 0.00
H -0.96611 6.52221 0.07224 0.00
H -1.68586 0.03495 2.33204 0.00
H -2.17053 3.16921 0.93670 0.00
H 2.73135 -1.12449 -3.80622 0.00
H 2.60577 -3.52606 -3.17712 0.00
H 1.80209 -3.25750 -0.87239 0.00
H -3.47874 -0.69098 3.85773 0.00
H -6.43917 -0.08642 0.81200 0.00
H 2.69626 -1.82226 -1.35303 0.00
H 1.36972 -5.46429 2.42255 0.00
H -5.82896 -0.75736 3.10700 0.00
H -2.33402 1.45964 -2.29503 0.00
H 0.63848 0.10222 -4.34822 0.00
H -2.51661 3.87539 -0.64717 0.00
H 0.43322 -4.04355 -4.26962 0.00
H 1.78185 -2.02324 -4.98497 0.00
H -0.19588 0.38976 -2.06051 0.01
H 0.40406 -4.53596 -2.58176 0.00
H 1.42230 7.10855 -0.12172 0.00
H -0.84256 -3.11667 -0.86411 0.00
H 0.53076 -3.60284 0.62519 0.01
H -0.74014 -1.87726 -4.98065 0.00
H 1.59322 0.22436 -2.05472 0.00
H -1.59629 -1.60521 -1.35847 0.00
H 1.85199 0.37666 4.75300 0.00
H -1.68243 -3.31553 -3.17362 0.00
H -1.57587 -0.90480 -3.77432 0.00
H 0.94403 0.38064 2.26822 0.01
H 0.62550 -5.21306 4.00139 0.00
H 0.79654 -3.01452 4.83127 0.01
H 5.46358 4.42368 -0.10061 0.00
H 1.17019 -0.87507 5.79029 0.00
```



Entry 2:
C36H31Br2MnN4OP2S | the ωB97M-V functional and the def2-TZVPD basis

Maximum force: 1.02 eV/Å
Multiplicity: 6
Frontier orbital gap (spin up / spin down): 7.59 / 7.55 eV
LUMO energy (spin up / spin down): -2.45 / -2.59 eV
Energy relative to the best compared isomer or geometry (same formula, charge and spin): 9.65 kcal per mole
Expectation value of S²: 8.7582
HOMO (spin up / spin down): -10.0 / -10.1 eV
Net charge: +1

XYZ file:
```
78
Properties=species:S:1:pos:R:3:lowdin_spin:R:1
Br -2.07438 -2.20188 -6.42169 0.00
Br -3.37320 -3.03634 -1.00322 0.00
Mn -0.61516 1.13651 -0.18104 4.62
S -2.01918 3.13909 -0.31315 0.06
P -0.03358 0.45325 2.23043 0.03
P 1.88283 0.58979 0.00573 0.04
O -1.71090 -0.47081 -0.64457 0.08
N -4.25387 1.59369 -0.37033 0.00
N 1.46756 0.00113 1.55985 0.01
N -3.58346 2.22311 -2.32097 0.00
N -0.40588 0.94215 -2.49211 0.03
C -2.48496 -1.98959 -2.29878 0.01
C 1.12286 -1.99051 -0.77823 0.00
C 2.48476 -0.76512 -2.34598 0.00
C 0.20881 1.69718 -3.36908 0.01
C -1.18970 -0.49514 -4.27650 0.00
C 1.15353 2.49450 6.16659 0.00
C -2.17036 -1.31503 2.39706 0.00
C -2.55471 -2.37938 -3.65524 0.00
C 1.87162 -0.86201 -1.09325 0.00
C -0.14546 -2.04896 3.47658 0.00
C -1.10974 -0.14371 -2.91635 0.00
C 3.64037 0.95840 0.27752 0.01
C -0.32959 1.04339 4.94558 0.00
C 1.58980 -2.91522 -2.95542 0.00
C -1.78915 -0.88029 -1.88470 0.01
C 4.55282 -0.08114 0.47273 0.00
C 2.34702 -1.78890 -3.27250 0.00
C 0.98402 -3.01669 -1.71085 0.00
C -2.09385 -3.45810 3.48330 0.00
C 1.91132 2.69550 5.01894 0.00
C -3.32705 2.27328 -1.02651 0.02
C 6.26903 1.53624 0.97274 0.00
C 0.17211 1.43622 -4.74999 0.00
C 5.36752 2.57089 0.76750 0.00
C -5.20039 0.90139 -1.26122 0.00
C -0.51783 0.34591 -5.19625 0.00
C 5.86349 0.21243 0.82432 0.00
C 4.05242 2.28247 0.42102 0.00
C 0.03332 1.67337 6.12919 0.00
C 0.43269 1.23551 3.79351 0.01
C -1.93564 -1.65078 -4.62062 0.01
C -0.76398 -3.23465 3.83467 0.00
C 1.54937 2.07320 3.83146 0.00
C -0.84622 -1.08007 2.75331 0.00
C -4.76734 1.41657 -2.65422 0.00
C -2.79702 -2.50033 2.77051 0.00
H -6.22320 1.17288 -1.02073 0.00
H 2.20580 -0.35640 2.15234 0.00
H 5.68653 3.60115 0.87419 0.00
H -2.70678 -0.58624 1.80139 0.00
H 0.69457 2.09268 -5.43801 0.00
H -3.82843 -2.67925 2.49065 0.00
H -5.08622 -0.17614 -1.17780 0.00
H -0.55619 1.51597 7.02518 0.00
H -2.57726 -4.38653 3.76494 0.00
H -3.02721 2.73160 -2.98639 0.00
H 1.47813 -3.71532 -3.68081 0.00
H 0.39276 -3.89197 -1.46200 0.00
H 6.57304 -0.59251 0.97427 0.00
H 0.76499 2.54809 -2.98059 0.00
H 2.82729 -1.71142 -4.24229 0.00
H -3.11067 -3.26828 -3.92280 0.00
H 7.29567 1.75973 1.24124 0.00
H -4.20576 1.46667 0.62350 0.00
H 2.78487 3.33729 5.04770 0.00
H 3.07132 0.11447 -2.60105 0.00
H -1.19816 0.39330 4.92474 0.00
H 1.43848 2.97788 7.09381 0.00
H -0.56145 0.11616 -6.25286 0.00
H -0.21641 -3.98325 4.39420 0.00
H 0.88472 -1.87354 3.77536 0.00
H 0.62730 -2.06634 0.18128 0.00
H -5.52983 2.02645 -3.13035 0.00
H -4.49923 0.60076 -3.32032 0.00
H 3.34641 3.09134 0.25799 0.00
H 4.24453 -1.11278 0.33511 0.00
H 2.14572 2.23303 2.93831 0.00
```



Entry 3:
C31H40GeN5NiO2 | the ωB97M-V functional and the def2-TZVPD basis

Maximum force: 0.37 eV/Å
Multiplicity: 4
Frontier orbital gap (spin up / spin down): 6.17 / 7.32 eV
LUMO energy (spin up / spin down): -5.20 / -5.83 eV
Energy relative to the best compared isomer or geometry (same formula, charge and spin): 6.46 kcal per mole
Expectation value of S²: 3.7591
HOMO (spin up / spin down): -11.4 / -13.2 eV
Net charge: +2

XYZ file:
```
80
Properties=species:S:1:pos:R:3:lowdin_spin:R:1
Ge 1.75887 0.38517 1.61392 0.42
Ni -0.55974 -0.03862 -0.92648 1.73
O 0.63257 -1.60163 -0.44880 0.09
O -0.51024 1.75016 -1.89849 0.06
N -5.24717 2.03655 -3.57489 0.00
N -0.38450 3.93169 -1.39847 0.00
N -3.80612 0.37017 -2.07978 0.00
N -1.05384 -1.07498 -2.66542 0.04
N -0.29624 -3.60747 -0.78650 0.01
C -0.67671 2.68410 -1.06892 0.01
C -0.79424 -0.52013 -3.85972 0.00
C -0.84748 -1.23601 -5.04132 0.00
C 3.55611 0.50400 0.88071 0.08
C 2.44926 -3.15869 3.79531 0.00
C -1.74083 0.93699 0.38626 0.13
C 0.58630 1.77996 3.89423 0.03
C 2.60435 -1.96966 3.09414 0.02
C -5.04069 0.91903 -1.43310 0.00
C 0.23402 -1.84223 2.78418 0.01
C 5.90103 0.98949 1.22501 0.00
C 1.39171 1.90467 2.76034 0.08
C 3.84311 0.17256 -0.44273 0.01
C 0.30336 2.88210 4.68797 0.00
C 1.18359 -3.69313 3.98857 0.01
C 0.74519 -2.83962 -0.43863 0.01
C 1.61420 4.27211 3.22714 0.00
C 5.14061 0.24480 -0.92999 0.00
C -1.53811 -3.01073 -1.24823 0.00
C -1.19713 2.37220 0.31143 0.03
C -1.46303 -3.15248 -3.76260 0.00
C 0.07198 -3.03088 3.48131 0.00
C 6.17084 0.65101 -0.09377 0.00
C -6.00359 1.31157 -2.55359 0.00
C -1.37143 -2.38333 -2.61487 0.00
C 2.02216 -3.50558 -0.04784 0.00
C 4.60171 0.92235 1.70756 0.02
C -1.19612 -2.57503 -4.99462 0.00
C 1.89270 3.16967 2.43526 0.03
C 1.50017 -1.29106 2.57928 0.07
C 0.81452 4.12914 4.35567 0.03
H -0.30745 2.76801 5.57402 0.00
H 1.06212 -4.61535 4.54126 0.00
H -3.90561 -0.61214 -2.33047 0.00
H -4.73075 1.78487 -0.85016 0.00
H -0.64681 -1.33662 2.39822 0.00
H -0.34188 2.48507 0.98743 0.01
H 3.31749 -3.66548 4.19599 0.00
H -0.18188 -4.60818 -0.80308 0.00
H 5.35074 -0.01229 -1.96018 0.00
H -5.67962 1.95385 -4.48606 0.00
H -0.61608 -0.74520 -5.97572 0.00
H -2.30079 -3.78661 -1.26761 0.00
H -1.54809 0.52132 1.37788 0.02
H -0.49065 4.67876 -0.73193 0.00
H 1.84487 -4.24553 0.73376 0.00
H 7.18366 0.70729 -0.47005 0.00
H -6.82998 1.87620 -2.11916 0.00
H 2.53431 3.28710 1.56674 0.00
H 0.60073 4.98619 4.98035 0.00
H 3.04603 -0.15238 -1.10459 0.00
H 0.03371 4.13539 -2.29284 0.00
H -5.45643 0.17293 -0.76080 0.00
H -1.25501 -3.16313 -5.90060 0.00
H -5.19175 3.02697 -3.36554 0.00
H 2.02820 5.24047 2.97744 0.00
H -1.85092 -2.25462 -0.52189 0.00
H -0.91909 -3.43588 3.64383 0.00
H -1.73736 -4.19662 -3.68913 0.00
H 4.40464 1.20595 2.73596 0.00
H -2.95188 0.47660 -1.50328 0.00
H -6.42788 0.41329 -3.00431 0.00
H -2.83259 0.95245 0.30789 0.01
H 3.60327 -1.57253 2.94746 0.00
H -0.53656 0.53017 -3.84489 0.00
H 2.45101 -4.01117 -0.91519 0.00
H 0.19456 0.80813 4.17659 0.00
H -1.90885 3.14348 0.62103 0.00
H 2.71863 -2.75711 0.31676 0.00
H -3.72027 0.91854 -2.96169 0.00
H 6.70305 1.30957 1.87700 0.00
```



Q: net charge of number 2 (C36H31Br2MnN4OP2S)?
A: +1



Q: Which of these has the highest maximum force?
A: C36H31Br2MnN4OP2S